(1)
Formula: C28H45N2O3S2
Source: the Open Molecules 2025 dataset
Level of theory: the ωB97M-V functional and the def2-TZVPD basis

Positions of all 80 atoms, in Å:
S: -1.891 4.217 -0.682
S: -1.343 -1.816 -2.313
O: -0.125 -0.303 3.937
O: 0.693 1.342 2.673
O: -3.573 1.184 1.762
N: -1.224 0.540 0.143
N: -1.458 2.560 -0.549
C: 4.256 -1.164 -1.491
C: -4.177 0.510 5.354
C: -6.193 1.318 4.321
C: -1.721 1.723 0.469
C: -4.185 1.091 3.017
C: -3.504 0.624 4.136
C: -0.299 2.517 -2.812
C: -2.452 2.039 1.726
C: -0.786 1.886 -1.544
C: 4.161 -3.495 -0.432
C: 3.973 -1.993 -0.225
C: 0.143 -0.814 1.661
C: -0.100 -0.584 -1.835
C: -5.533 0.847 5.456
C: 0.238 0.060 2.875
C: 2.274 2.821 -2.805
C: -3.641 -0.361 -2.771
C: 4.095 1.425 -1.653
C: -0.667 0.591 -1.131
C: 1.637 -3.977 -0.072
C: -2.374 -0.867 -3.467
C: 2.908 -4.269 -0.858
C: 3.370 0.083 -1.606
C: -5.534 1.443 3.097
C: 1.666 -4.553 1.355
C: -1.224 -0.671 0.969
C: 0.905 3.455 -2.532
C: 3.076 2.567 -1.528
H: 0.597 -1.112 -1.195
H: 0.824 -4.472 -0.598
H: 4.614 1.521 -2.603
H: 2.644 0.124 -0.794
H: 2.718 -4.168 -1.924
H: 0.331 -1.836 1.967
H: -7.237 1.585 4.381
H: 2.197 1.924 -3.414
H: 4.778 1.512 -0.812
H: -2.462 0.339 4.087
H: 5.309 -0.911 -1.548
H: 2.374 2.280 -0.739
H: 0.936 -5.351 1.442
H: -6.062 1.797 2.228
H: 2.994 -1.735 0.171
H: 4.884 -3.606 -1.239
H: 3.121 -5.325 -0.704
H: -3.641 0.148 6.216
H: -4.162 -1.209 -2.340
H: 0.763 4.387 -3.065
H: -4.271 0.197 -3.453
H: 2.789 0.000 -2.523
H: -1.796 -0.027 -3.842
H: 3.551 3.485 -1.195
H: 1.388 -3.823 2.109
H: 4.638 -3.946 0.431
H: 2.629 -4.993 1.589
H: -0.022 1.703 -3.466
H: 2.851 3.522 -3.405
H: -3.341 0.265 -1.934
H: -1.392 -1.519 0.321
H: 4.041 -1.807 -2.344
H: -1.796 1.917 2.583
H: 1.374 -2.921 -0.063
H: -6.056 0.748 6.391
H: 0.931 -0.529 0.967
H: 1.619 1.371 2.947
H: -1.993 -0.590 1.725
H: -2.784 3.074 1.650
H: -1.511 4.640 0.534
H: 4.687 -1.677 0.535
H: 0.418 -0.236 -2.716
H: -1.128 3.082 -3.226
H: -2.623 -1.510 -4.301
H: 0.882 3.710 -1.476

For the gap between HOMO and LUMO, the calculation gives 8.8429 eV. The maximum force comes out at 0.0260 hartree/bohr. The net charge is +1. Its SMILES is CCCCCCCCCCCCc1c(CSCC)n(CCC(=O)O)c(COc2ccccc2)[n+]1S. The value obtained for the HOMO energy is -11.49 eV.

(2)
Formula: C4H12
Source: the Open Molecules 2025 dataset
Level of theory: the ωB97M-V functional and the def2-TZVPD basis

Positions of all 16 atoms, in Å:
C: 2.349 -0.247 -0.635
C: 1.303 -1.375 -0.738
C: -1.402 1.047 0.091
C: -2.271 0.606 1.269
H: 1.897 0.697 -0.939
H: 2.897 -0.116 0.289
H: -1.762 1.938 -0.398
H: -3.276 0.352 0.905
H: 1.189 -1.825 0.251
H: -0.412 1.305 0.488
H: -1.891 -0.356 1.614
H: -2.380 1.319 2.082
H: -1.254 0.242 -0.621
H: 0.405 -0.979 -1.194
H: 1.621 -2.201 -1.383
H: 3.084 -0.342 -1.442

The energy above the lowest of the compared OMol25 structures with the same formula, charge and spin is 40.94 kJ/mol. For the gap between HOMO and LUMO (spin up / spin down), the calculation gives 2.7950 / 12.3238 eV. The maximum force comes out at 0.0327 hartree/bohr. Its spin multiplicity is 2. Its expectation value of S² is 0.750. The net charge is -1. The value obtained for the HOMO energy (spin up / spin down) is 1.61 / -7.70 eV.

(3)
Formula: C25H54BrCsF5IN7Na2O10PS2Si
Source: the Open Molecules 2025 dataset
Level of theory: the ωB97M-V functional and the def2-TZVPD basis

Positions of all 110 atoms, in Å:
Cs: 0.120 9.882 1.620
I: 0.872 7.041 1.270
Br: 3.678 -0.016 -3.444
S: 1.457 -3.379 -1.699
S: -0.511 0.183 0.499
P: -0.612 2.002 1.213
Si: 2.062 4.162 -2.946
Na: 3.234 -3.245 -4.339
Na: -0.506 -1.843 -4.958
F: -4.865 -6.312 2.804
F: -0.864 8.009 -0.969
F: -5.819 -4.848 4.065
F: -6.610 -5.241 2.097
F: 0.485 1.376 4.247
O: 5.424 -1.116 -0.005
O: -3.645 -0.174 5.843
O: -1.120 2.037 2.677
O: -4.626 -3.857 0.788
O: 6.513 0.842 0.006
O: -3.365 -3.988 2.755
O: -1.563 2.879 0.301
O: -3.568 -4.070 -6.097
O: 1.016 4.348 -0.403
O: 2.340 -2.408 -1.054
N: 2.570 0.992 0.967
N: 1.743 2.160 -0.921
N: -3.108 -2.235 5.042
N: -5.553 -4.269 -5.052
N: 0.989 2.695 1.324
N: -2.712 -0.349 3.778
N: 4.296 2.600 2.794
C: -5.450 -5.097 2.799
C: 0.385 4.805 3.281
C: -4.544 -6.165 -0.065
C: -3.873 -4.802 0.108
C: 6.393 -0.263 0.448
C: 3.389 0.175 0.055
C: 0.254 5.040 1.782
C: 2.638 0.793 2.430
C: 0.469 4.958 -3.491
C: -0.156 -3.257 -0.936
C: -6.444 -4.450 -3.912
C: 3.905 1.410 2.979
C: 2.010 3.616 -1.100
C: 3.512 5.351 -3.126
C: -3.494 -4.395 -3.745
C: -3.185 -0.878 4.951
C: 0.956 -2.642 -3.327
C: 1.148 4.137 0.963
C: -4.212 -4.235 -5.059
C: -4.565 -3.937 2.272
C: 7.271 -0.774 1.551
C: 2.436 2.669 -3.987
C: 1.804 1.901 0.453
C: 4.202 -0.914 0.745
C: 1.737 5.153 3.914
H: 3.669 -1.853 0.707
H: -0.320 1.540 3.191
H: 1.827 -2.580 -3.957
H: 3.623 3.100 2.210
H: 1.766 1.162 2.980
H: 3.249 6.218 -3.719
H: 2.567 4.927 3.256
H: -2.453 2.886 0.680
H: -0.387 4.732 -2.859
H: -0.360 5.443 3.751
H: 0.546 6.040 -3.530
H: -0.773 4.993 1.444
H: 2.603 3.014 -5.009
H: 2.173 4.400 1.241
H: -5.604 -6.045 -0.292
H: -5.174 -3.042 2.537
H: 1.849 4.530 4.797
H: 2.993 3.753 -0.639
H: 2.696 -0.268 2.638
H: -4.459 -6.771 0.830
H: 2.689 -0.310 -0.617
H: -3.702 -5.349 -3.269
H: 4.014 0.791 -0.579
H: 6.959 -1.768 1.852
H: 1.568 2.016 -4.007
H: -2.877 -4.909 0.554
H: 8.305 -0.751 1.235
H: 7.126 -0.126 2.409
H: -2.357 -0.918 3.031
H: 4.357 4.809 -3.539
H: -5.882 -4.565 -2.991
H: -2.737 0.645 3.667
H: -3.456 -2.649 5.884
H: 3.329 2.060 -3.718
H: 0.561 -1.628 -3.178
H: -0.480 -2.215 -0.931
H: 0.151 3.778 3.549
H: -0.061 -3.613 0.090
H: -2.735 -2.838 4.316
H: -3.724 -4.374 -0.901
H: -7.058 -5.336 -4.063
H: 4.494 -0.661 1.757
H: 0.206 -3.293 -3.804
H: -4.066 -6.722 -0.872
H: 4.548 0.760 3.564
H: -2.433 -4.345 -3.973
H: -0.869 -3.885 -1.474
H: 0.215 4.630 -4.497
H: 3.819 5.701 -2.142
H: 1.777 6.183 4.244
H: 0.782 1.974 -1.197
H: -3.763 -3.587 -3.063
H: -7.101 -3.587 -3.818
H: -5.966 -4.152 -5.964

For the gap between HOMO and LUMO, the calculation gives 2.9022 eV. The maximum force comes out at 0.0582 hartree/bohr. The net charge is 0. The value obtained for the HOMO energy is -6.27 eV.

(4)
Formula: C52H127N5O14
Source: the Open Molecules 2025 dataset
Level of theory: the ωB97M-V functional and the def2-TZVPD basis

Positions of all 198 atoms, in Å:
O: 0.878 5.127 6.468
O: 4.591 -1.067 -2.937
O: -3.709 -2.249 -2.110
O: 7.561 -2.204 1.061
O: -4.385 -4.190 -4.298
O: 2.812 -4.021 -0.530
O: 0.598 -1.040 5.051
O: 3.192 -3.975 6.375
O: -0.586 5.218 -0.677
O: 1.547 -2.439 2.730
O: 5.590 0.660 5.620
O: 0.214 -7.847 4.012
O: -2.105 -3.584 5.099
O: 2.907 -4.698 2.222
N: -3.095 -3.937 -4.732
N: -4.385 -1.118 -2.697
N: 1.378 -2.026 1.438
N: 0.418 5.315 -1.589
N: -0.058 4.847 5.555
C: -2.070 -0.327 -3.558
C: -1.551 -2.896 -6.522
C: 3.632 -0.923 1.402
C: -3.016 -3.360 -6.159
C: -5.653 1.421 -3.448
C: 1.762 -1.006 5.776
C: -4.169 0.990 -3.891
C: -3.532 -4.316 -7.261
C: -0.153 7.613 -2.468
C: -0.504 -4.003 -6.273
C: 2.138 4.077 -0.170
C: 5.602 -1.033 -1.894
C: -0.291 -3.845 1.100
C: 2.338 4.168 -2.706
C: -0.710 6.000 4.868
C: 0.204 3.569 4.846
C: -5.838 -0.941 -2.256
C: 1.123 3.669 3.615
C: 2.116 -0.782 1.141
C: -3.923 -2.099 -6.079
C: -3.091 0.779 -1.627
C: -2.093 -4.906 -4.345
C: -3.448 0.025 -2.899
C: -1.333 6.982 5.860
C: 1.923 -0.456 -0.377
C: 1.307 4.138 -1.549
C: -1.918 3.974 3.579
C: 2.231 -4.524 5.545
C: 0.294 6.734 3.987
C: -6.494 0.146 -3.193
C: 4.547 1.448 4.946
C: -2.500 -6.357 -4.799
C: 1.595 0.424 1.996
C: -1.091 2.963 4.411
C: -6.599 -2.194 -2.650
C: 0.976 6.705 -1.733
C: 3.127 5.413 -2.732
C: 2.256 6.705 -2.731
C: -5.927 -0.569 -0.766
C: 7.068 -1.342 2.025
C: 0.816 -6.972 3.037
C: -0.024 -2.033 -0.600
C: -1.926 5.464 4.091
C: 0.049 -2.325 0.931
C: -0.619 -4.605 -4.843
C: 3.251 -3.869 -1.900
C: 0.562 2.802 -1.786
C: 0.875 2.539 5.784
C: 0.540 -0.618 -1.017
C: 1.296 7.304 -0.367
C: -1.019 -1.421 1.561
C: -2.012 -4.923 -2.834
H: 6.153 -1.857 2.315
H: -6.453 -2.354 -3.718
H: -1.530 -2.613 -7.575
H: -0.586 -4.793 -7.020
H: -1.812 -7.140 -4.481
H: -3.492 -6.666 -4.467
H: 1.541 -3.784 5.141
H: -6.025 1.952 -4.325
H: -2.987 -4.963 -2.348
H: 0.655 0.838 1.630
H: -0.181 7.656 3.655
H: 0.951 -1.796 3.119
H: -1.956 7.779 5.452
H: -2.780 0.109 -0.825
H: 6.826 -0.377 1.579
H: 1.129 1.914 -2.066
H: 1.617 2.700 3.547
H: -1.007 -2.093 -1.067
H: 1.694 -5.335 6.035
H: 3.686 -3.309 5.892
H: -0.019 -5.515 -4.843
H: 0.544 -0.602 -2.107
H: 1.900 4.424 3.740
H: 2.234 6.870 -0.020
H: -0.953 7.868 -1.773
H: -1.967 -1.845 1.229
H: 3.107 4.575 -0.196
H: 4.089 -1.635 0.715
H: -1.430 0.519 -3.811
H: -1.522 -1.093 -3.009
H: 2.371 1.186 2.060
H: -0.166 0.094 -0.589
H: -7.648 -2.094 -2.371
H: -1.046 -1.509 2.648
H: 3.704 0.795 4.718
H: 1.966 7.117 -3.697
H: -2.962 3.673 3.490
H: 0.617 6.189 3.100
H: 3.975 5.389 -2.047
H: -1.538 4.027 2.559
H: -2.009 6.472 6.547
H: 4.092 0.051 1.237
H: 2.626 -1.120 5.122
H: 1.772 4.064 -3.631
H: -5.301 -1.179 -0.114
H: -1.168 -2.088 -5.899
H: 3.633 5.398 -3.697
H: 7.783 -1.156 2.827
H: 3.514 -4.792 -2.417
H: -4.180 0.519 -4.874
H: 0.090 2.505 -0.850
H: 1.809 -0.072 6.337
H: -1.600 -3.982 -2.468
H: -1.696 2.604 5.243
H: 0.387 -4.560 0.633
H: -7.446 0.358 -2.706
H: -3.502 -2.730 -2.915
H: -0.268 2.875 -2.489
H: -2.497 -6.451 -5.885
H: 4.962 1.812 4.007
H: -0.518 7.447 6.416
H: -1.800 -3.416 4.207
H: -3.963 -3.714 -8.062
H: 0.758 1.495 5.494
H: 2.487 -3.155 -0.273
H: -0.102 -0.706 5.617
H: 4.241 2.251 5.617
H: -2.696 -4.815 -7.752
H: 5.400 -0.400 -1.030
H: 2.866 -4.911 4.748
H: -1.336 -5.637 -2.364
H: -4.672 -4.801 -4.980
H: -3.967 -1.659 -5.083
H: -0.925 2.150 3.703
H: 1.594 8.340 -0.527
H: 4.188 -3.314 -1.938
H: 6.420 1.095 5.414
H: 2.793 7.536 -2.275
H: 3.051 -4.652 1.277
H: 1.575 4.353 0.721
H: 1.793 -1.683 6.629
H: 1.788 -7.434 2.866
H: -0.087 -8.636 3.555
H: 6.479 -0.649 -2.414
H: 2.476 -3.872 2.440
H: 0.483 7.282 0.358
H: -2.281 1.491 -1.782
H: 2.204 0.580 -0.567
H: 5.888 -2.058 -1.658
H: -1.359 5.451 -1.198
H: -0.091 -3.865 -4.241
H: 1.628 5.440 5.957
H: -6.149 -3.051 -2.148
H: 0.379 2.629 6.751
H: -5.570 2.055 -2.565
H: -1.061 -0.371 1.273
H: -0.611 7.147 -3.340
H: -0.320 -4.054 2.170
H: 0.159 8.595 -2.823
H: -2.872 5.683 4.585
H: -3.529 1.858 -4.047
H: -6.919 -0.772 -0.362
H: -5.690 0.482 -0.600
H: 4.779 -1.822 -3.499
H: -2.169 -0.796 -4.536
H: -4.283 -5.056 -6.985
H: 3.014 3.318 -2.608
H: 2.491 3.067 0.040
H: 2.520 -1.143 -0.976
H: 0.504 -2.843 -1.104
H: -6.819 -0.277 -4.144
H: 0.688 3.819 2.628
H: 2.457 -3.341 -2.426
H: 0.197 -6.969 2.139
H: 8.317 -1.804 0.626
H: 1.906 2.706 6.097
H: 1.276 6.891 4.434
H: -3.623 -1.332 -6.793
H: 1.328 0.117 3.007
H: -3.886 1.359 -1.158
H: 0.520 -3.636 -6.354
H: -4.931 -2.375 -6.389
H: -2.047 6.047 3.178
H: 3.765 -1.240 2.437
H: -3.013 -3.281 5.104
H: 0.914 -5.974 3.465
H: -1.222 -4.181 0.642

The energy above the lowest of the compared OMol25 structures with the same formula, charge and spin is 318.47 kJ/mol. For the gap between HOMO and LUMO, the calculation gives 8.3530 eV. The maximum force comes out at 0.0807 hartree/bohr. The net charge is 0. The value obtained for the HOMO energy is -8.06 eV.

(5)
Formula: C6H11NO
Source: the Open Molecules 2025 dataset
Level of theory: the ωB97M-V functional and the def2-TZVPD basis

Positions of all 19 atoms, in Å:
O: 0.234 1.508 -0.170
N: -0.745 -1.038 0.103
C: -1.329 -0.053 1.012
C: -1.052 0.945 -0.120
C: 1.700 -0.468 -0.306
C: 0.590 -1.462 0.171
C: 1.516 0.888 0.279
C: -1.189 -0.288 -1.040
H: 2.601 -0.939 0.099
H: -0.753 0.071 1.964
H: 1.570 0.742 1.389
H: -0.605 -0.205 -1.984
H: 2.314 1.667 0.070
H: -2.424 -0.155 1.180
H: -1.783 1.781 -0.205
H: 0.749 -1.810 1.146
H: 0.776 -2.341 -0.387
H: 1.761 -0.445 -1.389
H: -2.283 -0.537 -1.221

The energy above the lowest of the compared OMol25 structures with the same formula, charge and spin is 306.29 kJ/mol. For the gap between HOMO and LUMO, the calculation gives 8.8878 eV. The maximum force comes out at 0.0631 hartree/bohr. The net charge is 0. Its SMILES is C1COC2CN(C1)C2. The value obtained for the HOMO energy is -7.86 eV.